Entry from the OMol25 dataset: a cluster of 6 separate species, C12H38NO10 in total (ωB97M-V with the def2-TZVPD basis set).

XYZ file:
```
61
Properties=species:S:1:pos:R:3:forces:R:3:lowdin_charge:R:1
O 28.818584 -22.168411 -2.383625 0.592 0.137 0.889 0.179
H 28.520983 -21.538997 -3.111292 0.062 0.164 -0.778 0.094
H 29.512499 -21.693694 -1.834187 -0.287 0.014 0.067 0.113
H 29.247017 -22.976691 -2.763541 -0.629 0.409 -0.165 0.096
C 26.968784 -18.702642 -4.197763 0.132 0.574 0.045 -0.034
C 28.470635 -18.941380 -4.462288 -1.100 -0.416 1.031 -0.366
C 29.262490 -18.305015 -3.332633 0.082 0.126 -0.472 -0.200
O 28.913558 -18.936298 -2.119302 0.581 -0.804 -0.055 -0.211
C 29.518425 -18.383451 -0.957863 -0.735 0.782 -0.070 -0.082
N 28.760074 -20.404807 -4.534034 0.369 0.144 -0.619 0.049
H 26.853109 -17.732640 -3.708135 0.042 0.186 -0.250 0.085
H 26.497615 -19.373810 -3.481460 0.178 -0.463 -0.353 0.061
H 26.423202 -18.635223 -5.138110 -0.220 -0.329 0.137 0.082
H 28.675176 -18.509693 -5.441837 0.484 0.444 0.265 0.140
H 28.984516 -17.251601 -3.248813 0.288 0.182 -0.246 0.133
H 30.328346 -18.414337 -3.573026 0.119 0.141 0.425 0.129
H 29.386568 -19.119392 -0.169323 -0.060 0.190 0.122 0.084
H 28.969646 -17.460208 -0.732855 0.028 -0.101 0.419 0.103
H 30.560836 -18.058445 -1.027371 0.152 -0.501 -0.492 0.099
H 28.616654 -20.593494 -5.526905 -0.511 -0.697 0.307 0.102
H 29.766659 -20.580979 -4.480642 0.017 0.315 0.310 0.072
C 24.455991 -20.684687 -1.100382 0.041 0.072 1.009 -0.231
C 25.946507 -20.390411 -0.831723 -2.037 -0.982 -1.063 -0.249
O 26.069208 -19.001678 -0.610460 0.720 -0.247 -0.147 -0.047
O 23.708425 -20.485833 0.101848 0.143 0.040 -0.210 -0.064
H 24.348676 -21.738729 -1.369169 -0.090 0.152 0.063 0.090
H 24.003830 -20.063885 -1.879805 0.435 0.011 -0.239 0.124
H 26.429096 -20.808290 -1.724839 0.605 0.577 0.099 0.090
H 26.189628 -21.030380 0.018690 0.412 0.363 0.274 0.126
H 26.866238 -18.719740 -1.074265 -0.009 0.144 0.079 0.050
H 23.901447 -19.580304 0.378920 -0.148 -0.101 0.067 0.084
C 30.777044 -24.392092 -3.971391 1.180 0.367 -1.532 -0.209
C 29.880204 -25.442366 -3.416234 0.401 -1.695 -1.028 -0.252
O 29.259356 -24.995171 -2.240995 -0.012 0.322 0.112 -0.044
O 30.066488 -23.263789 -4.553307 0.452 -0.390 0.877 -0.081
H 31.431421 -24.743992 -4.777525 -0.481 -0.799 -0.059 0.134
H 31.590930 -24.107779 -3.296935 -0.797 0.752 0.600 0.117
H 30.465351 -26.368714 -3.298811 0.301 0.336 0.667 0.135
H 29.192743 -25.815841 -4.190574 -0.480 0.718 0.109 0.129
H 28.719729 -25.696678 -1.863888 -0.028 0.037 0.016 0.109
H 29.811100 -23.562230 -5.432014 -0.228 0.119 0.043 0.107
C 25.672751 -25.361444 -3.000540 -1.935 -1.130 0.648 -0.226
C 25.804824 -23.952255 -2.440488 0.613 -0.651 -1.311 -0.213
O 26.304331 -23.092322 -3.487934 -0.099 -0.094 0.472 -0.085
O 24.445616 -25.547889 -3.742593 0.744 0.554 -0.800 -0.071
H 25.573097 -26.160455 -2.254442 0.528 0.503 0.691 0.119
H 26.519343 -25.675352 -3.607889 -0.056 0.480 -0.402 0.110
H 26.517895 -24.032959 -1.622733 0.021 0.720 0.103 0.116
H 24.843415 -23.522025 -2.161436 -0.017 -0.470 0.651 0.101
H 25.574842 -23.088590 -4.121461 0.286 0.171 -0.218 0.095
H 23.733283 -25.090832 -3.285595 0.015 -0.102 0.132 0.083
C 31.665966 -22.258696 -0.492016 -0.753 -0.034 0.964 -0.180
C 32.557193 -21.792846 -1.613883 -0.002 0.964 -1.266 -0.190
O 31.700328 -21.316512 -2.680260 -0.375 -0.213 0.191 -0.103
O 30.543758 -21.350057 -0.327183 0.492 -0.515 -0.394 -0.088
H 32.133328 -22.290247 0.492556 0.668 -0.049 -0.268 0.131
H 31.249525 -23.259951 -0.608024 -0.128 0.100 -0.487 0.120
H 33.197405 -22.539906 -2.089640 0.146 -0.283 0.803 0.124
H 33.156619 -20.921736 -1.324516 0.177 -0.329 0.362 0.127
H 32.256225 -21.078617 -3.426842 0.064 -0.048 -0.021 0.097
H 30.944139 -20.529238 -0.016037 -0.356 0.129 -0.105 0.088
```
Positions in Å, forces in eV/Å.

Summary:
ΔE to the lowest compared entry with this formula, charge and spin in kcal per mole: 28.8
HOMO level in eV: -11.9258
Net charge: +1
Molar mass in g/mol: 356.4